87
Properties=species:S:1:pos:R:3 method="wB97M-V/def2-TZVPD" e_homo_ev=-15.5558 e_above_lowest_kj_mol=0.0 total_charge=+3
Ta -0.735 0.087 -0.168
As 1.960 -0.271 0.160
F 0.742 2.025 6.472
O -0.476 -1.937 0.286
O 1.708 2.192 -2.566
O -1.746 -0.540 -1.918
O -0.555 0.238 1.937
O -2.437 -1.071 0.538
N -1.517 -2.655 4.705
N -2.214 1.685 -0.065
N -0.095 2.302 0.339
N -0.024 0.796 -1.988
N -0.735 0.095 -3.984
C -0.918 -2.388 7.537
C 0.180 1.978 -5.303
C -0.839 -0.670 2.857
C 2.872 0.552 -5.004
C 3.958 -0.243 -5.330
C 1.515 -1.420 -4.728
C 3.045 1.315 0.356
C -0.083 -0.113 6.942
C -4.072 3.086 -0.417
C -0.536 3.901 -7.174
C -1.388 -1.896 2.481
C 0.497 0.888 -4.301
C -2.260 -5.038 5.093
C 0.209 0.900 6.022
C -0.641 -1.300 6.537
C 2.740 -1.248 -1.310
C -1.539 -1.816 1.016
C -3.251 4.203 -0.293
C 0.280 1.699 -6.662
C -0.633 4.183 -5.819
C 2.353 -1.304 1.740
C 1.646 -0.037 -4.699
C -0.022 0.751 4.686
C -3.528 1.823 -0.310
C -0.591 -0.452 4.239
C -1.887 4.055 -0.041
C 0.853 1.419 -2.887
C -2.009 -3.678 5.714
C -0.923 -1.479 5.159
C -0.082 2.659 -7.595
C -1.008 -3.739 6.854
C -0.920 0.060 -2.700
C 3.827 -1.628 -5.362
C -1.443 2.764 0.080
C -1.729 -2.852 3.414
C -0.280 3.223 -4.884
C 2.606 -2.213 -5.067
H -5.130 3.198 -0.606
H 2.167 -2.155 -1.496
H -0.035 -4.058 6.471
H 4.672 -2.244 -5.635
H 2.760 -0.631 -2.208
H 2.929 1.960 -0.513
H -2.950 -3.262 6.085
H -0.973 5.157 -5.492
H 0.571 -1.904 -4.510
H 0.655 0.739 -6.997
H 2.786 1.841 1.274
H 4.905 0.217 -5.575
H 4.085 0.997 0.426
H -1.858 -2.170 8.053
H -1.365 -5.433 4.607
H -0.138 -2.383 8.298
H 3.760 -1.516 -1.036
H 0.000 2.440 -8.650
H 2.493 -3.288 -5.114
H -1.340 -4.498 7.559
H 0.116 2.385 1.332
H 0.228 1.543 3.997
H -1.222 4.900 0.067
H 0.620 2.773 -0.214
H 2.053 -0.748 2.626
H 0.153 0.055 7.985
H -3.099 -5.054 4.398
H -0.806 4.653 -7.903
H -3.676 5.194 -0.390
H -1.309 -0.368 -4.676
H 2.974 1.630 -4.998
H -4.105 0.915 -0.419
H -0.344 3.465 -3.828
H 1.828 -2.255 1.693
H 3.427 -1.483 1.778
H -2.187 -3.784 3.124
H -2.521 -5.720 5.900